A structure of composition C29H34BaCl3FI2N4O3, computed with the ωB97M-V functional and the def2-TZVPD basis.

The geometry in XYZ format:
```
77
Properties=species:S:1:pos:R:3
Ba -3.576 -0.287 -0.750
C -4.159 1.612 3.399
C -3.087 0.522 3.448
C -1.785 1.051 2.849
C -3.539 -0.793 2.837
C -4.875 -1.194 2.890
C -5.272 -2.450 2.464
C -4.359 -3.361 1.944
C -4.774 -4.750 1.562
C -3.033 -2.949 1.833
C -2.629 -1.700 2.281
H -3.758 2.545 3.794
H -5.031 1.362 3.999
H -4.491 1.792 2.372
H -2.892 0.308 4.507
H -1.866 1.188 1.768
H -0.948 0.381 3.044
H -1.539 2.015 3.295
H -5.624 -0.535 3.305
H -6.314 -2.733 2.553
H -4.315 -5.062 0.623
H -5.856 -4.830 1.466
H -4.461 -5.461 2.328
H -2.295 -3.630 1.425
H -1.582 -1.442 2.205
I -5.855 -2.701 -1.089
C -6.430 -1.597 -2.816
I -6.642 0.490 -2.434
H -7.391 -1.973 -3.149
H -5.665 -1.730 -3.572
C 3.087 1.332 -4.648
C 2.661 -0.097 -4.344
N 1.708 -0.171 -3.234
C 0.383 -0.250 -3.524
C -0.587 -0.275 -2.577
C -2.082 -0.319 -2.786
O -2.683 0.768 -2.684
O -2.659 -1.420 -2.710
C -0.255 -0.222 -1.190
O -1.135 -0.259 -0.301
C 1.160 -0.112 -0.891
C 1.568 -0.033 0.445
C 2.894 0.070 0.745
F 3.269 0.194 2.034
C 3.881 0.069 -0.255
C 3.479 -0.005 -1.574
C 2.117 -0.087 -1.925
N 5.265 0.152 0.040
C 5.894 1.447 -0.154
C 7.394 1.264 -0.336
N 7.947 0.539 0.851
C 7.249 -0.769 1.071
C 5.761 -0.503 1.237
H 3.802 1.342 -5.469
H 3.550 1.806 -3.784
H 2.227 1.933 -4.940
H 3.513 -0.739 -4.117
H 2.173 -0.538 -5.212
H 0.139 -0.291 -4.576
H 0.820 -0.031 1.226
H 4.249 -0.024 -2.331
H 5.705 2.127 0.694
H 5.492 1.925 -1.046
H 7.914 2.217 -0.425
H 7.605 0.645 -1.207
H 7.826 1.122 1.685
H 8.951 0.390 0.738
H 7.678 -1.235 1.958
H 7.446 -1.386 0.196
H 5.597 0.089 2.151
H 5.250 -1.456 1.375
Cl -2.766 5.573 -1.051
C -3.705 4.845 0.273
Cl -5.396 5.388 0.221
Cl -2.968 5.220 1.847
C -3.690 3.408 0.118
N -3.685 2.269 0.007
```

## Properties
LUMO energy = -4.71 eV
Multiplicity = 1
Net charge = +2

A structure of composition C29H34BaN7O4PSi2, computed with the ωB97M-V functional and the def2-TZVPD basis.

The geometry in XYZ format:
```
78
Properties=species:S:1:pos:R:3
Ba -1.075 -0.533 -0.787
C -0.482 5.388 -3.311
N -1.064 4.088 -3.028
C -2.272 3.657 -3.518
C -2.438 2.381 -3.058
N -1.346 2.024 -2.308
C -0.547 3.064 -2.295
P 1.040 3.253 -1.371
C 1.864 1.694 -1.775
N 1.423 0.796 -2.629
C 2.387 -0.187 -2.671
C 3.419 0.154 -1.852
N 3.100 1.373 -1.306
C 3.900 2.063 -0.314
C 0.339 3.022 0.288
N -0.474 2.053 0.616
C -0.941 2.323 1.873
C -0.354 3.472 2.322
N 0.453 3.926 1.311
C 1.471 4.947 1.472
H -1.137 5.888 -4.022
H 0.507 5.281 -3.752
H -0.412 5.992 -2.407
H -2.884 4.298 -4.130
H -3.275 1.715 -3.201
H 2.253 -1.098 -3.230
H 4.309 -0.374 -1.560
H 4.916 2.185 -0.689
H 3.893 1.504 0.616
H 3.485 3.055 -0.132
H -1.595 1.642 2.392
H -0.400 3.976 3.273
H 1.101 5.700 2.166
H 1.681 5.420 0.515
H 2.385 4.504 1.871
O -5.214 -0.699 -2.826
C -4.097 -0.932 -2.351
O -3.565 -0.469 -1.302
C -3.185 -1.899 -3.152
C -3.639 -2.571 -4.279
C -2.757 -3.398 -4.956
C -1.451 -3.530 -4.514
C -1.060 -2.831 -3.379
N -1.927 -2.052 -2.726
C 0.380 -2.922 -2.814
O 1.186 -3.601 -3.462
O 0.551 -2.283 -1.743
H -4.666 -2.418 -4.582
H -3.085 -3.941 -5.837
H -0.716 -4.153 -5.005
C 3.168 -1.415 1.451
Si 1.445 -0.563 1.884
C 2.280 0.846 3.017
C 0.964 -1.798 3.317
C 1.826 -1.995 4.407
C 1.549 -2.865 5.448
C 0.362 -3.590 5.417
C -0.507 -3.414 4.353
C -0.256 -2.525 3.292
Si -1.636 -2.337 1.904
C -1.740 -4.192 1.324
C -3.185 -2.375 3.089
H 3.662 -1.833 2.337
H 3.850 -0.661 1.033
H 3.063 -2.201 0.696
H 3.247 0.566 3.460
H 1.609 1.122 3.841
H 2.433 1.768 2.437
H 2.764 -1.444 4.434
H 2.249 -2.982 6.271
H 0.115 -4.284 6.216
H -1.432 -3.985 4.345
H -1.788 -4.885 2.175
H -0.880 -4.472 0.706
H -2.639 -4.339 0.714
H -3.346 -3.343 3.583
H -4.094 -2.130 2.529
H -3.069 -1.619 3.875
```

## Properties
LUMO energy = 3.58 eV
Multiplicity = 1
Net charge = -2

A structure of composition C29H34Br2N2O2PReSi, computed with the ωB97M-V functional and the def2-TZVPD basis.

The geometry in XYZ format:
```
72
Properties=species:S:1:pos:R:3
Re -0.247 -0.217 0.608
Br 0.667 -1.235 -5.918
C 0.416 -1.005 -4.097
C 0.313 -2.101 -3.246
C 0.131 -1.884 -1.899
N 0.043 -0.650 -1.375
C 0.134 0.423 -2.201
C 0.326 0.280 -3.556
C 0.001 1.724 -1.519
C 0.026 2.939 -2.156
C -0.133 4.112 -1.408
Br -0.110 5.754 -2.245
C -0.313 4.019 -0.025
C -0.324 2.779 0.555
N -0.170 1.637 -0.163
H 0.370 -3.111 -3.627
H 0.027 -2.705 -1.202
H 0.402 1.140 -4.205
H 0.162 3.004 -3.225
H -0.444 4.902 0.584
H -0.462 2.658 1.620
C 2.198 -2.095 3.427
P 2.426 -2.033 1.663
C 1.961 -3.584 0.929
C 4.107 -1.616 1.264
O 1.524 -0.886 1.048
H 2.833 -2.888 3.829
H 1.156 -2.313 3.672
H 2.490 -1.147 3.877
H 2.471 -4.392 1.460
H 2.267 -3.614 -0.116
H 0.884 -3.750 1.018
H 4.759 -2.429 1.592
H 4.402 -0.702 1.779
H 4.219 -1.486 0.188
C -4.843 0.146 2.244
C -4.551 -1.339 1.982
C -5.106 -1.752 0.608
C -5.208 -2.203 3.080
Si -2.738 -1.652 2.041
O -1.970 -0.684 0.765
C -1.723 -0.991 3.478
C -0.768 0.013 3.304
C 0.024 0.505 4.332
C -0.150 -0.008 5.610
C -1.098 -1.000 5.828
C -1.872 -1.482 4.779
C -2.045 -3.326 1.585
C -2.061 -3.758 0.251
C -1.595 -5.017 -0.102
C -1.116 -5.879 0.879
C -1.106 -5.478 2.209
C -1.559 -4.212 2.556
H -5.921 0.307 2.221
H -4.401 0.791 1.480
H -4.479 0.472 3.222
H -6.179 -1.558 0.589
H -4.962 -2.817 0.409
H -4.654 -1.184 -0.209
H -6.291 -2.089 3.016
H -4.909 -1.891 4.084
H -4.984 -3.267 2.965
H -0.683 0.608 2.361
H 0.737 1.300 4.153
H 0.435 0.376 6.435
H -1.243 -1.393 6.826
H -2.608 -2.249 4.991
H -2.489 -3.122 -0.519
H -1.648 -5.350 -1.132
H -0.776 -6.871 0.609
H -0.762 -6.160 2.976
H -1.547 -3.926 3.601
```

## Properties
Expectation value of S² = 0.75
LUMO energy (alpha / beta) = -10.41 / -10.34 eV
Multiplicity = 2
Net charge = +3

A structure of composition C29H34Cl5CsN2O4SeSi2Te, computed with the ωB97M-V functional and the def2-TZVPD basis.

The geometry in XYZ format:
```
79
Properties=species:S:1:pos:R:3
Cs -1.084 0.490 1.065
Cl 0.393 3.272 -5.979
C 0.491 3.026 -4.259
C 1.117 3.946 -3.453
Cl 1.825 5.377 -4.144
C 1.170 3.728 -2.066
Cl 1.960 4.894 -1.036
C 0.592 2.615 -1.427
O 0.616 2.437 -0.161
C -0.020 1.596 -2.302
O -0.486 0.512 -1.779
C -0.067 1.875 -3.672
Cl -0.767 0.645 -4.703
C 0.016 -4.313 1.608
Si 1.044 -4.836 0.133
C -0.101 -5.343 -1.264
C 2.080 -6.334 0.627
C 2.165 -3.447 -0.415
Te 0.991 -1.821 -1.252
C 2.302 -0.293 -0.525
Si 3.707 0.160 -1.676
C 3.131 0.615 -3.392
C 4.611 1.620 -0.919
C 4.880 -1.313 -1.800
H -0.551 -5.159 2.005
H -0.701 -3.540 1.327
H 0.648 -3.922 2.411
H -0.697 -6.214 -0.982
H 0.460 -5.591 -2.169
H -0.797 -4.536 -1.506
H 1.441 -7.158 0.957
H 2.758 -6.085 1.446
H 2.683 -6.690 -0.212
H 2.916 -3.779 -1.135
H 2.694 -3.038 0.450
H 2.683 -0.636 0.441
H 1.681 0.592 -0.352
H 2.677 1.608 -3.399
H 2.386 -0.091 -3.767
H 3.975 0.623 -4.088
H 3.911 2.451 -0.793
H 5.432 1.960 -1.555
H 5.018 1.373 0.065
H 4.381 -2.152 -2.291
H 5.207 -1.648 -0.812
H 5.768 -1.059 -2.385
C -2.862 -1.588 -2.598
N -3.555 -1.021 -1.454
C -4.007 -1.701 -0.379
Se -4.111 -3.521 -0.124
N -4.403 -0.775 0.526
C -4.238 0.508 0.024
C -4.408 1.762 0.595
C -4.029 2.846 -0.179
C -3.492 2.684 -1.463
C -3.307 1.430 -2.017
C -3.692 0.347 -1.241
H -2.661 -2.634 -2.380
H -1.930 -1.036 -2.735
H -3.486 -1.515 -3.489
H -4.774 -1.026 1.427
H -4.727 1.873 1.622
H -4.109 3.841 0.238
H -3.164 3.553 -2.018
H -2.823 1.299 -2.974
Cl 1.727 4.283 7.255
C 0.377 3.532 6.424
C -0.686 3.050 7.168
C -1.750 2.460 6.504
C -1.757 2.342 5.119
C -0.678 2.837 4.401
C 0.397 3.438 5.045
C -2.943 1.665 4.420
O -3.907 1.364 5.142
O -2.806 1.481 3.183
H -0.673 3.141 8.247
H -2.606 2.074 7.042
H -0.688 2.768 3.323
H 1.232 3.828 4.480
```

## Properties
LUMO energy = 3.61 eV
Multiplicity = 1
Net charge = -2

A structure of composition C29H34MoNO4S4Te, computed with the ωB97M-V functional and the def2-TZVPD basis.

The geometry in XYZ format:
```
74
Properties=species:S:1:pos:R:3
Mo -1.228 2.177 1.824
C -0.955 0.853 6.038
C -0.635 0.648 4.573
C -0.307 -0.797 4.236
O -1.789 0.999 3.761
C 0.551 1.525 4.141
O 1.551 1.572 4.815
O 0.406 2.145 2.993
H -1.777 0.202 6.342
H -1.223 1.893 6.238
H -0.072 0.622 6.630
H -1.120 -1.449 4.555
H 0.616 -1.088 4.736
H -0.176 -0.910 3.158
H -2.339 1.626 4.254
S -3.493 1.417 1.123
S -4.839 2.846 1.548
S -3.895 4.532 2.107
S -2.161 4.071 3.048
C -1.332 -6.424 0.025
C -1.155 -4.930 -0.006
C -2.149 -4.099 -0.503
C -1.996 -2.718 -0.548
C -3.119 -1.885 -1.111
C -0.805 -2.155 -0.070
Te -0.570 -0.047 -0.265
N -0.520 2.984 0.407
C 0.112 3.771 -0.508
O 1.128 4.392 -0.250
C -0.485 3.741 -1.887
C -1.728 3.172 -2.144
C -2.228 3.148 -3.437
C -1.484 3.687 -4.478
C -0.243 4.258 -4.223
C 0.254 4.289 -2.930
C 1.359 -0.056 -1.139
C 2.469 0.525 -0.527
C 2.443 1.213 0.808
C 3.689 0.492 -1.207
C 3.824 -0.089 -2.453
C 5.147 -0.117 -3.167
C 2.693 -0.646 -3.045
C 1.456 -0.630 -2.421
C 0.276 -1.223 -3.145
C 0.206 -2.968 0.457
C 1.506 -2.438 0.997
C 0.010 -4.346 0.470
H -2.300 -6.715 -0.381
H -1.264 -6.803 1.046
H -0.555 -6.920 -0.559
H -3.072 -4.536 -0.869
H -3.949 -2.523 -1.412
H -2.790 -1.313 -1.981
H -3.497 -1.168 -0.380
H -2.303 2.748 -1.330
H -3.198 2.709 -3.634
H -1.872 3.665 -5.489
H 0.336 4.680 -5.034
H 1.216 4.729 -2.704
H 1.527 1.021 1.357
H 2.512 2.296 0.688
H 3.288 0.893 1.420
H 4.553 0.945 -0.733
H 5.919 0.385 -2.587
H 5.075 0.376 -4.137
H 5.469 -1.144 -3.346
H 2.775 -1.095 -4.029
H 0.584 -1.599 -4.119
H -0.504 -0.474 -3.298
H -0.164 -2.052 -2.586
H 1.423 -1.404 1.324
H 2.290 -2.472 0.236
H 1.833 -3.040 1.845
H 0.794 -4.978 0.873
```

## Properties
Expectation value of S² = 3.78
LUMO energy (alpha / beta) = -0.63 / -2.92 eV
Multiplicity = 4
Net charge = 0

A structure of composition C29H35Cl3FeN4O2P2, computed with the ωB97M-V functional and the def2-TZVPD basis.

The geometry in XYZ format:
```
76
Properties=species:S:1:pos:R:3
Fe 0.417 -0.150 -0.106
C -1.487 -1.746 -0.434
C -0.235 -2.162 -0.839
C 0.257 -2.225 -2.266
C 1.025 -0.982 -2.766
C 0.522 0.332 -2.249
C -0.802 0.653 -1.965
C -1.983 -0.157 -2.365
C -2.527 -1.071 -1.239
C 0.832 1.816 0.277
H -1.838 -2.042 0.558
H 0.348 -2.767 -0.126
H -0.569 -2.456 -2.961
H 0.950 -3.083 -2.330
H 2.082 -1.062 -2.458
H 1.024 -1.008 -3.870
H 1.247 1.155 -2.265
H -1.023 1.658 -1.596
H -1.767 -0.766 -3.259
H -2.807 0.530 -2.628
H -3.136 -0.469 -0.542
H -3.225 -1.791 -1.704
H 0.230 2.095 1.159
H 0.623 2.484 -0.571
H 1.897 1.834 0.564
P 3.502 -2.064 -7.603
P 3.082 -4.664 -6.095
N 2.467 -0.913 -8.404
N 4.947 -1.554 -8.559
N 1.393 -5.151 -6.191
N 3.654 -6.265 -5.637
C 3.054 -3.530 -8.647
C 3.439 -4.822 -7.911
C 1.469 -0.225 -7.698
C 0.647 0.420 -8.611
C 1.141 0.114 -9.927
C 2.247 -0.711 -9.770
C 6.045 -0.967 -7.916
C 7.090 -0.852 -8.827
C 6.631 -1.388 -10.075
C 5.315 -1.793 -9.880
C 0.434 -4.619 -5.318
C -0.827 -5.044 -5.726
C -0.648 -5.852 -6.896
C 0.716 -5.907 -7.149
C 3.280 -7.538 -6.085
C 4.219 -8.461 -5.646
C 5.229 -7.734 -4.925
C 4.869 -6.396 -4.944
H 3.559 -3.487 -9.620
H 1.970 -3.503 -8.841
H 2.932 -5.685 -8.359
H 4.521 -5.009 -8.005
H 1.470 -0.262 -6.620
H -0.222 1.013 -8.373
H 0.714 0.447 -10.864
H 2.901 -1.149 -10.512
H 5.958 -0.677 -6.880
H 8.060 -0.424 -8.631
H 7.194 -1.457 -10.995
H 4.618 -2.207 -10.600
H 0.755 -4.019 -4.481
H -1.763 -4.818 -5.239
H -1.423 -6.343 -7.467
H 1.245 -6.457 -7.918
H 2.371 -7.685 -6.653
H 4.206 -9.527 -5.828
H 6.119 -8.145 -4.474
H 5.338 -5.516 -4.534
Cl -2.191 -1.613 4.461
C -0.725 -0.655 4.110
Cl -0.737 0.875 5.034
Cl 0.732 -1.591 4.472
C -0.776 -0.264 2.527
O -1.771 0.374 2.192
O 0.221 -0.670 1.813
```

## Properties
Expectation value of S² = 6.04
LUMO energy (alpha / beta) = -0.42 / -0.54 eV
Multiplicity = 5
Net charge = 0

Taking the records one at a time from the top gives maximum force values of 4.024; 1.851; 0.666; 0.239; 0.760; 3.505 eV/Å.
Taking the records one at a time from the top gives E values of -3671.1500; -2755.7170; -7241.8212; -7105.7672; -3410.2168; -4822.4248 Eh.